(1)
Molecular formula: C5H9N3O
Method: DFT, ωB97M-V with the def2-TZVPD basis set

Atoms and positions in Å:
C  0.30922  1.75239  -0.42755
C  -1.95657  0.47268  -0.26350
C  -1.60398  -0.94222  0.21446
C  -0.23653  -0.35637  0.77204
C  1.01141  -1.01956  0.05679
H  -0.00163  2.83262  -0.48065
H  1.35919  1.77791  0.04696
H  0.56717  1.19812  -1.27318
H  -2.44513  0.91189  -1.35247
H  -2.89234  0.84016  0.47615
H  -0.23851  -0.38413  1.94583
H  2.53781  0.16075  1.13008
H  3.01334  -1.36857  0.19229
H  -0.05418  -2.35808  -1.00391
N  -0.62038  0.97248  0.30738
N  2.30545  -0.44893  0.30275
N  1.01163  -2.01815  -0.77284
O  -2.06599  -2.02299  0.12939

Energy above the lowest of the compared OMol25 structures with the same formula, charge and spin = 4.5840 eV
Molar mass = 127.15 g/mol
Electronic energy = -435.28926 Ha
SMILES = [H]/N=C(/N)[C@@H]1C(=O)CN1C
Spin multiplicity = 1

(2)
Molecular formula: C5H9N3O2
Method: DFT, ωB97M-V with the def2-TZVPD basis set

Atoms and positions in Å:
C  2.67579  0.68767  0.01236
C  0.19369  0.09098  0.80725
C  -0.62070  0.96213  -0.03339
C  1.72470  -0.04680  -0.76079
C  -2.10697  0.62082  0.07482
N  -0.17750  0.87665  -1.57476
N  0.92345  0.52230  -1.72916
N  1.99590  -1.40057  -0.92492
O  3.08616  0.07385  1.09876
O  3.13600  1.79195  -0.30279
H  0.61541  0.65379  1.65048
H  -0.17237  -0.87111  1.08568
H  -0.36135  1.94649  0.12170
H  -2.15767  -0.53116  0.25093
H  -2.74748  0.81696  -0.70460
H  -2.56342  1.12672  0.88130
H  1.70264  -1.76002  -1.82687
H  2.39442  -0.72699  1.09276
H  3.00061  -1.56307  -0.76257

Energy above the lowest of the compared OMol25 structures with the same formula, charge and spin = 4.2765 eV
Molar mass = 143.15 g/mol
Electronic energy = -510.53279 Ha
Spin multiplicity = 1

> The lowest molar mass belongs to which entry?

C5H9N3O

> Number 1 is which compound?

C5H9N3O